Entry 1:
Computed, not measured: a 10-piece molecular cluster, C36H74F8N3O11 overall in a non-equilibrium geometry, with ωB97M-V with the def2-TZVPD basis set.

HOMO level   -11.192 eV
Charge   +1
HOMO-LUMO gap   8.598 eV

Each line ends with the Mulliken charge.
Element x y z (Å)
1 N 8.1613 -2.1960 2.2737  -0.438
2 C 7.7804 -2.3101 0.8388  -0.776
3 C 6.3197 -2.8050 0.6469  -0.650
4 C 5.5814 -1.8367 -0.2952  0.223
5 C 4.0591 -2.1221 -0.4308  -1.143
6 C 3.1557 -0.9823 -0.0617  0.943
7 C 3.1211 0.2802 -0.5506  -0.872
8 C 3.9211 1.0447 -1.5732  1.301
9 F 4.8542 0.2870 -2.1714  -0.304
10 F 3.0373 1.4402 -2.5471  -0.304
11 C 4.5010 2.3036 -0.9362  -0.630
12 C 4.1122 3.5602 -1.3730  -0.102
13 C 4.6166 4.7053 -0.7518  -0.665
14 C 5.4984 4.5658 0.3052  -0.854
15 C 5.8995 3.3112 0.7406  -0.494
16 C 6.8534 3.1092 1.8933  0.963
17 F 6.8593 4.1295 2.7475  -0.271
18 F 6.5441 1.9897 2.5778  -0.240
19 F 8.1059 2.9365 1.4336  -0.264
20 C 5.3965 2.1833 0.1191  0.102
21 N 2.1199 0.9854 0.0983  0.520
22 C 1.5358 0.1493 0.9475  -0.382
23 O 0.5305 0.5880 1.7038  -0.322
24 N 2.1107 -1.0398 0.8917  0.647
25 C 1.7870 -2.2336 1.6813  -1.647
26 C 0.3290 -2.3204 2.1448  -0.243
27 O 0.1472 -3.5165 2.8660  -0.514
28 C -0.7106 -2.2613 0.9775  0.943
29 F -0.1527 -2.0734 -0.2343  -0.354
30 F -1.3924 -3.4068 0.8969  -0.304
31 F -1.6280 -1.3151 1.2206  -0.299
32 H 9.1608 -2.3732 2.3316  0.267
33 H 8.0966 -1.2107 2.5086  0.051
34 H 7.8472 -1.3042 0.4066  0.363
35 H 8.4948 -2.9302 0.3012  0.438
36 H 5.8276 -2.8990 1.6157  0.476
37 H 6.4022 -3.7696 0.1424  0.326
38 H 6.0114 -2.0095 -1.2847  0.323
39 H 5.8100 -0.8004 -0.0547  -0.552
40 H 3.8355 -2.4594 -1.4425  0.567
41 H 3.8342 -2.9518 0.2425  0.313
42 H 3.4119 3.6681 -2.1906  0.549
43 H 4.2909 5.6803 -1.0860  0.481
44 H 5.8763 5.4517 0.8025  0.500
45 H 5.6811 1.1953 0.4593  0.399
46 H 1.8804 1.9530 -0.0695  0.169
47 H 0.9210 1.0543 2.4567  0.411
48 H 1.9818 -3.1286 1.0887  0.445
49 H 2.4511 -2.2998 2.5508  0.912
50 H 0.1040 -1.5106 2.8387  0.531
51 H -0.5292 -3.3396 3.5263  0.420
52 C -0.3170 5.3636 1.7506  -1.306
53 C 0.6630 4.2434 1.4727  0.113
54 O 0.0081 2.9605 1.4339  -0.378
55 H -0.8265 5.1945 2.6994  0.332
56 H 0.1906 6.3273 1.7913  0.369
57 H -1.0815 5.4076 0.9724  0.359
58 H 1.4158 4.1883 2.2600  0.289
59 H 1.1732 4.4155 0.5167  0.044
60 H -0.6536 3.0028 0.7341  0.238
61 C 1.2307 6.8934 -4.7496  -1.198
62 C 1.9132 6.3477 -3.5114  -0.090
63 O 1.0609 5.4132 -2.8394  -0.470
64 H 0.2939 7.3806 -4.4800  0.301
65 H 1.8663 7.6143 -5.2647  0.347
66 H 0.9894 6.0858 -5.4444  0.352
67 H 2.1352 7.1490 -2.8078  0.297
68 H 2.8526 5.8438 -3.7674  0.193
69 H 0.8734 4.7019 -3.4601  0.276
70 C -2.3756 -0.1359 -3.1184  -0.951
71 C -3.2869 -1.2183 -2.5701  0.012
72 O -2.6338 -2.4864 -2.5753  -0.573
73 H -2.0665 -0.3805 -4.1347  0.294
74 H -2.8770 0.8333 -3.1271  0.364
75 H -1.4673 -0.0540 -2.5130  0.124
76 H -4.1798 -1.3104 -3.1867  0.263
77 H -3.5984 -0.9829 -1.5459  0.202
78 H -1.8492 -2.4134 -2.0231  0.219
79 C -7.8022 -1.7726 -3.1261  -0.641
80 C -7.9020 -2.3034 -4.5427  -0.367
81 O -6.6065 -2.4470 -5.1243  -0.531
82 H -7.2947 -0.8094 -3.1149  0.152
83 H -8.7878 -1.6531 -2.6759  0.327
84 H -7.2172 -2.4543 -2.5024  0.181
85 H -8.4646 -1.6165 -5.1737  0.287
86 H -8.4073 -3.2752 -4.5570  0.281
87 H -6.1142 -3.0636 -4.5736  0.290
88 C -7.6715 2.6102 -1.3308  -1.081
89 C -8.5676 1.5150 -0.7845  0.165
90 O -7.8886 0.2569 -0.7682  -0.450
91 H -7.3429 2.3621 -2.3411  0.254
92 H -8.1937 3.5672 -1.3567  0.336
93 H -6.7741 2.7194 -0.7145  0.375
94 H -9.4467 1.3986 -1.4115  -0.113
95 H -8.8981 1.7576 0.2308  0.268
96 H -7.1128 0.3489 -0.2073  0.256
97 C -4.4042 -4.9083 -0.9362  -0.614
98 C -3.9066 -5.6447 0.2914  -0.212
99 O -4.8160 -6.6554 0.7169  -0.555
100 H -5.3726 -4.4451 -0.7387  0.241
101 H -3.6953 -4.1340 -1.2344  0.050
102 H -4.5413 -5.5959 -1.7745  0.381
103 H -3.7901 -4.9513 1.1238  0.183
104 H -2.9340 -6.1077 0.0886  0.275
105 H -4.9178 -7.2822 -0.0055  0.311
106 C 4.1752 -4.2229 5.8915  -1.099
107 C 2.9776 -3.3440 5.6070  -0.257
108 O 2.6016 -3.4646 4.2295  -0.366
109 H 4.9955 -3.9296 5.2395  0.200
110 H 4.4975 -4.1363 6.9301  0.360
111 H 3.9454 -5.2721 5.6870  0.420
112 H 3.2189 -2.2959 5.7858  0.238
113 H 2.1257 -3.6122 6.2400  0.274
114 H 2.3753 -4.3875 4.0748  0.171
115 C 6.6825 -0.2227 4.9929  -0.770
116 C 6.6480 -1.4685 5.8588  -0.316
117 O 6.7172 -2.6583 5.0795  -0.446
118 H 5.8550 -0.2321 4.2802  0.123
119 H 6.6130 0.6812 5.6000  0.404
120 H 7.6081 -0.1803 4.4164  0.185
121 H 5.7149 -1.5146 6.4209  0.260
122 H 7.4788 -1.4570 6.5712  0.302
123 H 7.5436 -2.6463 4.5819  0.275
124 C -12.0598 1.4897 -4.7467  -1.173
125 C -11.6361 1.0928 -3.3454  0.166
126 O -11.3238 2.2365 -2.5500  -0.540
127 H -11.2696 2.0611 -5.2348  0.308
128 H -12.2834 0.6107 -5.3527  0.326
129 H -12.9484 2.1244 -4.7161  0.359
130 H -10.7382 0.4758 -3.3774  0.014
131 H -12.4294 0.5208 -2.8536  0.260
132 H -12.1125 2.7851 -2.5024  0.290

Entry 2:
Computed, not measured: a 9-piece molecular cluster, C36H75F4I2N9O14PS overall in a non-equilibrium geometry, with ωB97M-V with the def2-TZVPD basis set.

HOMO level   -10.371 eV
Charge   +1
HOMO-LUMO gap   6.198 eV

Each line ends with the Mulliken charge.
Element x y z (Å)
1 C 0.4616 -2.1120 -0.7708  -1.384
2 C 0.6843 -0.5116 -0.6045  0.442
3 C -0.2188 0.1538 0.5312  -1.720
4 I -0.1578 -1.3427 2.1710  0.201
5 C 0.1340 1.6299 0.9805  1.022
6 C 0.8611 1.6177 2.4391  -1.610
7 N -1.1688 2.2700 1.4046  0.687
8 C -2.3824 1.7081 2.0315  -1.584
9 C -3.6517 1.6727 1.0176  0.378
10 O -3.2727 1.6038 -0.3606  -0.407
11 C -4.6897 0.5599 1.4676  0.538
12 F -4.1329 -0.7135 1.2782  -0.222
13 F -5.8906 0.7248 0.7934  -0.209
14 F -4.9844 0.7270 2.8345  -0.283
15 C -1.2101 3.5780 1.2317  0.825
16 C -2.3049 4.6758 1.5201  -1.351
17 C 0.1940 3.9784 0.5234  -1.853
18 I 1.3265 5.4960 1.6299  0.264
19 C 0.9692 2.6374 0.0246  1.007
20 P 0.6650 2.6521 -1.8429  0.699
21 O 0.7377 4.0493 -2.4807  -0.654
22 O -0.9228 2.1101 -2.1212  -0.462
23 O 1.7260 1.7594 -2.7858  -0.496
24 S 2.8137 2.6508 0.1311  1.497
25 O 3.4818 1.4191 -0.3716  -0.455
26 O 3.2527 3.7904 -0.7455  -0.586
27 F 3.4433 2.9485 1.6317  -0.189
28 H -0.6174 -2.4201 -0.6396  0.343
29 H 0.7094 -2.3138 -1.8732  0.402
30 H 1.2062 -2.7193 -0.1786  0.408
31 H 0.3561 -0.0979 -1.6219  -0.189
32 H 1.7926 -0.3960 -0.4071  0.246
33 H -1.2962 0.0800 0.1507  0.216
34 H 1.2438 2.6780 2.6627  0.303
35 H 1.7701 0.9495 2.4753  0.628
36 H 0.1118 1.4193 3.2775  0.372
37 H -2.2987 0.6627 2.4475  0.356
38 H -2.7348 2.3597 2.9024  0.486
39 H -4.1861 2.6731 1.1628  0.185
40 H -3.7088 0.8109 -0.7371  0.390
41 H -1.7729 5.5382 2.0536  0.421
42 H -3.1504 4.3270 2.1984  0.373
43 H -2.6874 5.1141 0.5417  0.206
44 H -0.2403 4.6571 -0.2955  0.962
45 H -0.9592 1.5245 -2.9041  0.357
46 H 1.9937 0.9015 -2.4008  0.408
47 C -2.0095 9.2120 -1.5615  -1.411
48 C -2.5983 7.8587 -1.2740  0.806
49 O -2.3428 7.2440 -0.2382  -0.596
50 N -3.4325 7.3178 -2.1959  -0.037
51 C -3.8539 7.8781 -3.4660  -0.878
52 H -1.3663 9.5075 -0.7332  0.307
53 H -1.4066 9.1747 -2.4706  0.385
54 H -2.8035 9.9540 -1.6638  0.391
55 H -3.7865 6.4101 -1.9322  0.170
56 H -4.9408 7.9634 -3.4610  0.271
57 H -3.5557 7.1893 -4.2587  0.213
58 H -3.4158 8.8551 -3.6507  0.358
59 C 5.0919 -1.1249 3.3333  -1.252
60 C 4.7885 -0.0121 4.2993  0.573
61 O 3.8493 -0.0702 5.0836  -0.702
62 N 5.5920 1.0851 4.2871  -0.158
63 C 6.7426 1.3476 3.4468  -0.792
64 H 4.3638 -1.9255 3.4655  0.374
65 H 5.0204 -0.7605 2.3058  0.406
66 H 6.0877 -1.5292 3.5259  0.464
67 H 5.3227 1.7853 4.9631  0.245
68 H 7.6110 1.5017 4.0904  0.297
69 H 6.5543 2.2626 2.8810  0.244
70 H 6.9434 0.5310 2.7576  0.312
71 C 6.6610 -4.5730 -0.9876  -1.294
72 C 5.6184 -3.8098 -0.2192  0.819
73 O 4.7955 -3.0850 -0.7763  -0.672
74 N 5.5983 -3.9347 1.1336  0.098
75 C 6.4679 -4.7270 1.9773  -0.894
76 H 6.5465 -4.3684 -2.0487  0.255
77 H 7.6596 -4.2558 -0.6818  0.353
78 H 6.5374 -5.6465 -0.8265  0.454
79 H 4.8700 -3.3908 1.5722  0.065
80 H 5.8512 -5.4322 2.5354  0.272
81 H 6.9673 -4.0557 2.6809  0.274
82 H 7.2134 -5.2716 1.4036  0.345
83 C 5.3214 -9.4258 2.2574  -1.303
84 C 4.5285 -8.2224 2.6910  0.824
85 O 4.5046 -7.1887 2.0338  -0.667
86 N 3.8236 -8.3046 3.8509  -0.159
87 C 3.7217 -9.4247 4.7634  -0.852
88 H 5.8258 -9.2038 1.3176  0.278
89 H 6.0778 -9.6686 3.0064  0.365
90 H 4.6574 -10.2779 2.0999  0.369
91 H 3.3189 -7.4587 4.0729  0.232
92 H 2.6703 -9.7079 4.8449  0.290
93 H 4.0790 -9.1036 5.7440  0.290
94 H 4.3022 -10.2811 4.4295  0.329
95 C -9.0467 -3.0934 -0.9661  -1.280
96 C -8.1146 -3.9014 -0.1034  0.798
97 O -7.9534 -5.1009 -0.2688  -0.644
98 N -7.4378 -3.2574 0.8881  -0.017
99 C -7.4854 -1.8559 1.2473  -0.610
100 H -9.5080 -3.7468 -1.7056  0.301
101 H -9.8366 -2.6507 -0.3558  0.350
102 H -8.4926 -2.3133 -1.4923  0.338
103 H -6.8347 -3.8673 1.4206  0.042
104 H -6.4797 -1.4481 1.1600  -0.014
105 H -7.8110 -1.7800 2.2874  0.263
106 H -8.1631 -1.2893 0.6132  0.379
107 C -5.1120 -3.8693 3.9802  -0.891
108 C -4.7345 -5.0311 4.8604  0.504
109 O -3.8045 -4.9677 5.6517  -0.671
110 N -5.4616 -6.1756 4.7569  -0.149
111 C -6.5895 -6.4503 3.8902  -0.546
112 H -4.4410 -3.0341 4.1795  0.278
113 H -5.0142 -4.1478 2.9283  0.292
114 H -6.1341 -3.5498 4.1956  0.350
115 H -5.1467 -6.9062 5.3788  0.230
116 H -7.4469 -6.7125 4.5133  0.282
117 H -6.3379 -7.3035 3.2572  0.276
118 H -6.8447 -5.5988 3.2642  0.115
119 C -6.3289 8.0667 -7.8359  -1.348
120 C -5.1710 8.2684 -6.8961  0.845
121 O -5.2521 8.9930 -5.9120  -0.624
122 N -4.0068 7.6171 -7.1661  -0.124
123 C -3.7107 6.7247 -8.2679  -0.884
124 H -7.1802 8.6499 -7.4868  0.303
125 H -6.0643 8.4082 -8.8385  0.374
126 H -6.6174 7.0139 -7.8582  0.360
127 H -3.2787 7.8033 -6.4921  0.224
128 H -3.4185 5.7557 -7.8575  0.283
129 H -2.8712 7.1386 -8.8302  0.304
130 H -4.5617 6.5946 -8.9317  0.329
131 C 8.4974 -1.4458 -4.9010  -1.409
132 C 7.7480 -1.8453 -3.6581  0.871
133 O 7.7416 -2.9963 -3.2439  -0.591
134 N 7.0604 -0.8830 -2.9859  -0.062
135 C 6.9407 0.5240 -3.3041  -0.824
136 H 8.9916 -2.3220 -5.3193  0.306
137 H 7.8058 -1.0501 -5.6475  0.359
138 H 9.2595 -0.7022 -4.6591  0.368
139 H 6.5840 -1.2316 -2.1644  0.092
140 H 7.3237 1.1020 -2.4603  0.260
141 H 5.8824 0.7573 -3.4417  0.220
142 H 7.4897 0.7905 -4.2039  0.364

| no. | LUMO energy (eV) | energy (hartree) |
| --- | --- | --- |
| 1 | -2.595 | -3206.661437 |
| 2 | -4.174 | -4697.064767 |